65
Properties=species:S:1:pos:R:3 method="wB97M-V/def2-TZVPD" e_above_lowest_kcal_mol=0.0 homo_lumo_gap_ev="8.91 / 6.27" charge=+2 multiplicity=5
Pd 0.45 -0.43 -0.09
C 1.40 -0.57 2.96
C 2.70 -1.32 2.65
C 3.90 -0.58 3.26
C 3.02 -1.64 1.20
C 3.63 -2.85 0.93
C 4.08 -3.16 -0.35
C 3.95 -2.25 -1.40
C 3.36 -1.02 -1.22
C 3.16 -0.07 -2.38
C 4.42 0.05 -3.25
C 1.96 -0.51 -3.22
C 2.88 -0.73 0.11
N 2.26 0.49 0.34
C 2.68 1.73 0.27
C 4.06 2.08 0.36
C 4.44 3.39 0.32
C 3.46 4.40 0.21
C 2.10 4.10 0.13
C 1.73 2.79 0.16
F 0.44 2.43 0.08
H 1.23 -0.61 4.04
H 0.53 -1.04 2.50
H 1.43 0.48 2.68
H 2.62 -2.29 3.14
H 4.06 0.38 2.76
H 4.81 -1.16 3.19
H 3.72 -0.37 4.32
H 3.76 -3.56 1.73
H 4.55 -4.11 -0.53
H 4.31 -2.52 -2.38
H 2.95 0.92 -1.99
H 4.69 -0.90 -3.72
H 5.28 0.39 -2.67
H 4.24 0.76 -4.05
H 2.09 -1.53 -3.59
H 1.84 0.15 -4.08
H 1.02 -0.48 -2.65
H 4.79 1.29 0.46
H 5.48 3.66 0.39
H 3.77 5.44 0.19
H 1.35 4.87 0.03
C -4.75 -4.78 1.12
Si -3.52 -4.57 -0.25
C -2.04 -5.66 0.00
C -4.29 -4.84 -1.91
C -3.09 -2.69 -0.22
C -4.18 -1.80 -0.21
C -4.00 -0.43 -0.21
C -2.70 0.10 -0.21
N -1.66 -0.70 -0.21
C -1.83 -2.06 -0.23
S -0.31 -2.84 -0.28
H -5.00 -5.84 1.20
H -5.67 -4.23 0.93
H -4.36 -4.47 2.09
H -2.41 -6.68 0.10
H -1.48 -5.42 0.90
H -1.36 -5.64 -0.86
H -4.60 -5.89 -1.99
H -3.60 -4.64 -2.73
H -5.18 -4.23 -2.05
H -5.18 -2.19 -0.21
H -4.85 0.24 -0.20
H -2.51 1.16 -0.21

70
Properties=species:S:1:pos:R:3 method="wB97M-V/def2-TZVPD" homo_lumo_gap_ev=8.40 charge=+1
Ga 0.59 -1.03 -1.54
C 3.39 -0.81 0.99
C 2.41 -1.94 0.98
C 2.46 -3.00 1.86
C 1.47 -3.99 1.79
C 0.44 -3.91 0.88
C 0.40 -2.79 0.04
N 1.39 -1.86 0.11
N -0.50 -2.44 -0.94
Si -2.21 -2.89 -1.04
C -2.93 -2.88 0.66
C -2.93 -1.54 -2.10
C -2.40 -4.55 -1.83
H 3.12 -0.08 1.76
H 3.39 -0.29 0.03
H 4.40 -1.17 1.20
H 3.27 -3.07 2.58
H 1.53 -4.84 2.45
H -0.31 -4.69 0.79
H -2.70 -1.94 1.19
H -2.55 -3.71 1.27
H -4.02 -2.98 0.61
H -3.02 -0.60 -1.53
H -3.93 -1.80 -2.47
H -2.29 -1.36 -2.97
H -1.89 -5.33 -1.26
H -1.98 -4.55 -2.85
H -3.46 -4.82 -1.90
C -4.18 3.11 3.68
C -3.24 2.00 3.26
C -3.18 0.82 4.00
C -2.32 -0.21 3.65
C -1.50 -0.05 2.54
C -1.55 1.12 1.80
N -0.68 1.21 0.65
C 0.36 2.13 0.57
C 0.77 2.79 1.74
C 1.74 3.76 1.70
C 2.37 4.12 0.51
C 2.02 3.45 -0.64
C 1.05 2.44 -0.64
C 0.89 1.70 -1.92
O 1.54 1.95 -2.92
O 0.04 0.67 -1.92
C -2.42 2.15 2.13
C -2.50 3.41 1.31
H -4.69 2.85 4.61
H -4.94 3.30 2.92
H -3.64 4.04 3.84
H -3.82 0.71 4.87
H -2.29 -1.12 4.23
H -0.80 -0.83 2.25
H -1.15 1.05 -0.23
H 0.28 2.54 2.67
H 2.02 4.26 2.63
H 3.11 4.91 0.48
H 2.51 3.67 -1.58
H -1.88 4.21 1.73
H -3.52 3.79 1.26
H -2.16 3.25 0.29
N 5.30 -0.09 -5.81
C 4.27 0.18 -5.00
N 3.93 1.43 -4.75
N 3.65 -0.89 -4.49
C 2.74 -1.03 -3.62
N 1.97 -1.40 -2.82
H 5.80 0.64 -6.28
H 5.53 -1.05 -5.99
H 4.41 2.19 -5.21
H 3.07 1.64 -4.25

68
Properties=species:S:1:pos:R:3 method="wB97M-V/def2-TZVPD" homo_lumo_gap_ev="5.79 / 5.79" charge=+2
Os 0.00 0.29 -0.62
O 0.36 0.12 -2.74
C 0.09 1.33 -3.51
C -1.26 1.82 -3.05
N -1.26 1.95 -1.57
C -2.62 1.68 -1.07
C -2.86 0.19 -1.09
O -3.93 -0.32 -1.27
O -1.75 -0.52 -0.81
C -0.66 3.23 -1.16
C 0.79 2.95 -0.91
O 1.75 3.47 -1.38
O 0.86 1.90 -0.04
H -0.07 -0.65 -3.14
H 0.90 2.02 -3.28
H 0.13 1.10 -4.58
H -1.53 2.77 -3.52
H -2.03 1.09 -3.33
H -2.74 2.07 -0.06
H -3.39 2.14 -1.70
H -0.78 4.00 -1.92
H -1.13 3.58 -0.24
C -3.14 0.11 2.15
C -2.20 1.24 2.44
C -2.70 2.39 3.10
C -1.86 3.38 3.57
C -0.50 3.22 3.44
C 0.06 2.10 2.79
C 1.54 1.90 2.82
C -0.82 1.16 2.23
N -0.26 0.10 1.42
C 0.15 -1.00 1.97
C 0.01 -1.35 3.41
C 0.83 -1.90 1.04
C 1.44 -3.17 1.49
N 0.91 -1.42 -0.18
C 1.56 -2.14 -1.25
C 0.89 -3.22 -1.82
C -0.46 -3.70 -1.35
C 1.53 -3.87 -2.88
C 2.78 -3.45 -3.32
C 3.40 -2.37 -2.73
C 2.80 -1.68 -1.69
C 3.48 -0.50 -1.05
H -4.15 0.47 1.99
H -3.18 -0.54 3.03
H -2.84 -0.51 1.32
H -3.77 2.46 3.25
H -2.27 4.25 4.06
H 0.18 3.96 3.86
H 2.05 2.80 3.15
H 1.95 1.61 1.85
H 1.79 1.11 3.54
H -0.59 -0.62 3.95
H 0.99 -1.41 3.88
H -0.45 -2.33 3.51
H 2.09 -2.99 2.34
H 2.00 -3.65 0.70
H 0.65 -3.85 1.83
H -1.11 -2.88 -1.02
H -0.36 -4.40 -0.52
H -0.97 -4.23 -2.14
H 1.04 -4.71 -3.35
H 3.26 -3.98 -4.13
H 4.37 -2.04 -3.09
H 4.33 -0.17 -1.64
H 3.85 -0.73 -0.05
H 2.82 0.38 -0.95